[1]
Computed, not measured: the ion C3H6N5O2 with charge +1, with ωB97M-V/def2-TZVPD.

Its HOMO-LUMO gap is 9.874 eV. For the relative energy (zero: lowest compared OMol25 entry of this formula, charge and spin), the calculation gives 205.3 kJ/mol.

Structure (ORCA input):
```
! wB97M-V def2-TZVPD RIJCOSX def2/J DEFGRID3
* xyz 1 1
N -1.434 -0.539 -1.648
C -0.992 -0.725 -0.393
N -1.645 -1.356 0.586
C -0.858 -1.289 1.638
N 0.263 -0.633 1.362
N 0.204 -0.294 0.049
C 1.331 0.394 -0.599
O 1.873 1.323 0.277
N 1.276 2.705 0.068
O 0.303 2.831 0.637
H -1.295 0.345 -2.102
H -2.035 -1.219 -2.076
H -1.107 -1.682 2.609
H 1.041 -0.379 1.953
H 0.969 0.848 -1.521
H 2.104 -0.331 -0.840
*
```



[2]
Computed, not measured: a structure of composition CsHO2S at a distorted geometry, with ωB97M-V/def2-TZVPD.

Its HOMO-LUMO gap (spin up / spin down) is 3.656 / 3.656 eV.

Structure (ORCA input):
```
! wB97M-V def2-TZVPD RIJCOSX def2/J DEFGRID3
* xyz 0 1
S -2.222 0.443 0.067
O -0.915 -0.220 0.086
Cs 2.517 -0.878 0.950
O -2.313 1.701 0.788
H 2.933 -1.046 -1.891
*
```



[3]
Computed, not measured: an isolated molecule of C3H3O2P at a distorted geometry, with ωB97M-V/def2-TZVPD.

Its HOMO-LUMO gap is 9.414 eV. For the relative energy (zero: lowest compared OMol25 entry of this formula, charge and spin), the calculation gives 338.1 kJ/mol.

Structure (ORCA input):
```
! wB97M-V def2-TZVPD RIJCOSX def2/J DEFGRID3
* xyz 0 1
C 1.436 -1.197 0.030
C 1.388 -2.406 0.425
C -1.313 0.244 -0.042
O 2.318 1.542 -0.003
O -0.158 1.021 -0.089
P 1.339 0.506 -0.069
H -1.382 -0.551 -0.778
H -1.972 1.016 -0.483
H -1.655 -0.176 1.009
*
```



[4]
Computed, not measured: the ion C3H4NO with charge +1 at a distorted geometry, with ωB97M-V/def2-TZVPD.

Its HOMO-LUMO gap is 10.258 eV. For the relative energy (zero: lowest compared OMol25 entry of this formula, charge and spin), the calculation gives 242.6 kJ/mol.

Structure (ORCA input):
```
! wB97M-V def2-TZVPD RIJCOSX def2/J DEFGRID3
* xyz 1 1
C -1.224 -0.288 0.108
C 0.651 -0.468 -1.118
C 1.257 0.273 -0.333
N -0.517 0.300 0.970
O -0.749 -0.785 -1.033
H -2.322 -0.503 0.048
H 1.128 -0.909 -1.950
H 2.111 0.913 -0.225
H -0.705 0.483 1.954
*
```



Number 1: M 144.11 g mol⁻¹. Number 2: M 197.98 g mol⁻¹. Number 3: M 102.03 g mol⁻¹. Number 4: M 70.07 g mol⁻¹.